1.
Computed, not measured: H15LiO8 as an isolated structure, with wB97M-V/def2-TZVPD.

Positions of all 24 atoms, in Å:
Li (48.8330, 51.1770, 30.1370)
O (49.4660, 52.4390, 28.9280)
H (49.6830, 52.8970, 28.1850)
O (50.2350, 50.4100, 31.7940)
H (49.9510, 50.4110, 32.6810)
H (50.7820, 49.4820, 31.7890)
O (49.1560, 54.2670, 30.0470)
H (49.2930, 53.3640, 29.7110)
H (48.8810, 54.6670, 29.2690)
O (47.8730, 51.6050, 26.7740)
H (48.5140, 51.8670, 27.4090)
H (48.3190, 50.9270, 26.3850)
O (51.0030, 50.4300, 28.3520)
H (50.4500, 51.1860, 28.5730)
H (51.5770, 50.6630, 27.6930)
O (47.3740, 51.7620, 31.4810)
H (47.4160, 52.7180, 31.9180)
H (46.7850, 51.3200, 31.9270)
O (52.0900, 53.1130, 29.4810)
H (51.2150, 52.6560, 29.1890)
H (52.0070, 52.6830, 30.4180)
O (47.9000, 49.3260, 29.3350)
H (47.0730, 49.1840, 29.0460)
H (48.0300, 48.4860, 29.9760)

Output
- HOMO-LUMO gap (Ha) = 0.3118
- highest occupied orbital energy (eV) = -9.16

Löwdin population analysis, charges in e, atoms 1 to 8: Li 0.72; O -0.32; H -0.01; O -0.10; H 0.00; H 0.16; O -0.08; H -0.20

2.
Computed, not measured: one molecule with the formula C17H17N3O6S, with wB97M-V/def2-TZVPD.

Positions of all 44 atoms, in Å:
O (2.5394, 2.3014, 1.3668)
C (2.1399, 1.6280, 0.4389)
N (2.6910, 0.4321, 0.1166)
C (2.1747, -0.4979, -0.8598)
H (2.9999, -0.8233, -1.5034)
C (1.5996, -1.7164, -0.1241)
H (0.7276, -1.3935, 0.4694)
O (2.5575, -2.3106, 0.7157)
C (3.0527, -1.3934, 1.6699)
H (2.2354, -1.0639, 2.3298)
C (3.6768, -0.1708, 0.9917)
H (4.5429, -0.4765, 0.3963)
H (3.9753, 0.5736, 1.7305)
H (3.7950, -1.9377, 2.2545)
H (1.2971, -2.4901, -0.8319)
H (1.4055, -0.0247, -1.4697)
C (1.0175, 2.0808, -0.4495)
C (-0.2915, 1.8594, -0.0455)
C (-1.3460, 2.3154, -0.8289)
C (-1.0771, 3.0026, -2.0107)
C (0.2298, 3.2279, -2.3995)
C (1.2826, 2.7663, -1.6282)
H (2.3034, 2.9421, -1.9298)
H (0.4279, 3.7672, -3.3132)
H (-1.8963, 3.3606, -2.6164)
N (-2.6572, 2.0458, -0.4610)
S (-3.1631, 1.3650, 0.9685)
O (-4.5881, 1.3237, 0.8687)
O (-2.5613, 1.9821, 2.1066)
C (-2.5331, -0.3182, 0.8577)
C (-2.3764, -0.9295, -0.3669)
C (-1.9110, -2.2388, -0.3960)
C (-1.6293, -2.9338, 0.7745)
C (-1.7998, -2.3015, 1.9941)
C (-2.2464, -0.9879, 2.0351)
H (-2.3704, -0.4609, 2.9682)
H (-1.5788, -2.8280, 2.9091)
H (-1.2707, -3.9500, 0.7096)
N (-1.6914, -2.8775, -1.6771)
O (-1.3789, -4.0455, -1.6732)
O (-1.8181, -2.1922, -2.6668)
H (-2.5985, -0.4126, -1.2872)
H (-3.3938, 2.4385, -1.0231)
H (-0.4941, 1.3626, 0.8898)

Output
- HOMO-LUMO gap (Ha) = 0.2957
- highest occupied orbital energy (eV) = -9.13
- SMILES = O=C(c1cccc(NS(=O)(=O)c2cccc([N+](=O)[O-])c2)c1)N1CCOCC1

Löwdin population analysis, charges in e, atoms 1 to 8: O 0.09; C -0.42; N -0.04; C -0.10; H 0.14; C -0.18; H 0.12; O -0.12

3.
Computed, not measured: C13H22N4O3PdS as an isolated structure, with wB97M-V/def2-TZVPD.

Positions of all 44 atoms, in Å:
C (3.5895, 0.5821, -1.3541)
C (3.5265, -0.7773, -1.8008)
H (4.1076, 0.7968, -0.4099)
H (3.3063, 1.4392, -1.9615)
C (2.5121, -1.8789, -1.8121)
C (1.2252, -2.1734, -1.3174)
H (0.9603, -1.8388, -0.1713)
H (0.2760, -1.9294, -2.0306)
C (4.8479, -1.1163, -2.3734)
H (5.4363, -0.1888, -2.2922)
H (4.7587, -1.3859, -3.4297)
H (5.3569, -1.8766, -1.7648)
C (2.9252, -3.1150, -2.4955)
H (3.7821, -3.5307, -1.9334)
H (3.0644, -2.9287, -3.5782)
H (2.0288, -3.7553, -2.3517)
Pd (-2.1774, 0.6502, 2.2914)
O (-0.7250, 0.4290, 1.0023)
C (-0.7451, 0.6546, -0.2945)
O (-3.4329, 0.5833, 0.6969)
C (-3.1208, 0.4839, -0.5293)
O (-4.0584, 0.4886, -1.4625)
N (-1.8814, 0.3684, -1.0450)
C (-3.3827, 0.4166, -2.7861)
C (-1.9152, 0.2089, -2.5340)
H (-3.5598, 1.3720, -3.2955)
H (-3.8264, -0.4214, -3.3242)
H (-1.2753, 0.9281, -3.0628)
H (-1.5807, -0.8076, -2.7999)
C (0.4123, 1.1772, -0.8841)
C (1.4899, 1.0723, 0.0565)
H (0.6804, 0.7202, -2.1529)
H (1.8943, 0.2250, 0.7528)
H (1.9045, 2.1388, 0.1074)
N (-3.6871, 0.8863, 3.6332)
N (-3.2477, 1.3260, 4.9128)
C (-1.9219, 1.3225, 5.1528)
N (-1.5656, 1.7311, 6.3692)
S (-0.7669, 0.8415, 4.0103)
H (-4.1791, -0.0083, 3.7166)
H (-4.3224, 1.5742, 3.2223)
H (-3.9468, 1.4848, 5.6388)
H (-0.5500, 1.7557, 6.6126)
H (-2.2166, 2.0749, 7.0718)

Output
- HOMO-LUMO gap (spin up / spin down) (Ha) = 0.2313 / 0.2207
- net charge = +2
- highest occupied orbital energy (spin up / spin down) (eV) = -13.21 / -13.65
- 2S+1 = 3

Löwdin population analysis, charges in e, atoms 1 to 8: C 0.13; C -0.28; H 0.11; H 0.10; C -0.32; C 0.02; H 0.11; H 0.11

4.
Computed, not measured: C3H4P2 as an isolated structure, with wB97M-V/def2-TZVPD.

Positions of all 9 atoms, in Å:
C (-0.4988, 1.2123, 1.3976)
C (-0.3958, -0.1355, 1.5958)
C (-0.6999, 0.7461, 0.1123)
P (0.7498, 0.6625, -1.0085)
P (-1.7791, -0.6357, 0.5368)
H (0.1928, 1.9021, 1.7723)
H (1.2293, 0.3742, 0.2464)
H (0.5090, -0.7029, -1.5175)
H (-1.3529, -1.6659, -0.2495)

Output
- HOMO-LUMO gap (Ha) = 0.3388
- highest occupied orbital energy (eV) = -8.96

Löwdin population analysis, charges in e, atoms 1 to 8: C -0.30; C -0.29; C -0.85; P 0.81; P 0.88; H 0.08; H -0.12; H -0.09

5.
Computed, not measured: a 2-piece molecular cluster, C3H4F2 overall, with wB97M-V/def2-TZVPD.

Positions of all 9 atoms, in Å:
C (1.4648, -0.5006, -0.1116)
C (0.5862, 0.4020, -0.3600)
C (-1.3685, 0.0888, 0.2827)
F (-2.1519, -0.0390, -0.8084)
F (-1.8266, 1.1954, 0.9169)
H (2.5048, -0.2134, -0.3187)
H (1.2100, -1.5229, 0.2189)
H (0.8852, 1.4053, -0.8073)
H (-1.3041, -0.8155, 0.9874)

Output
- HOMO-LUMO gap (Ha) = 0.4126
- highest occupied orbital energy (eV) = -10.09

Löwdin population analysis, charges in e, atoms 1 to 8: C -0.11; C -0.05; C -0.25; F 0.03; F 0.02; H 0.06; H 0.06; H 0.09

6.
Computed, not measured: C5H9ClI2O2PSm as an isolated structure, with wB97M-V/def2-TZVPD.

Positions of all 21 atoms, in Å:
I (5.1730, 1.0899, 0.5226)
I (4.7265, -1.6300, 0.6203)
Sm (-0.0364, -0.5345, 2.2389)
P (-0.7248, 0.0105, -0.4197)
C (0.3168, 0.0447, -1.9013)
C (-1.7787, -1.3584, -0.9537)
H (-2.5563, 1.5024, -0.1455)
H (-2.1921, 1.1613, -1.8846)
H (-1.1740, 2.3232, -0.9658)
C (-1.7699, 1.4057, -0.8994)
H (-2.5746, -1.4798, -0.2122)
H (-2.1884, -1.0602, -1.9283)
H (-0.3710, 0.0422, -2.7568)
H (0.9572, -0.8408, -1.9286)
H (-1.1890, -2.2771, -1.0582)
H (0.9195, 0.9576, -1.9146)
C (1.6174, 0.1659, 0.6446)
O (2.3215, 0.4595, -0.2472)
Cl (-2.4467, 0.0460, 2.7273)
O (1.7840, 0.0566, 5.7191)
C (1.1861, -0.0848, 4.7432)

Output
- HOMO-LUMO gap (spin up / spin down) (Ha) = 0.1574 / 0.2070
- net charge = +2
- highest occupied orbital energy (spin up / spin down) (eV) = -14.99 / -14.99
- 2S+1 = 6

Löwdin population analysis, charges in e, atoms 1 to 8: I 0.25; I 0.17; Sm 1.27; P 0.68; C -0.25; C -0.24; H 0.05; H 0.08

7.
Computed, not measured: C61H48BrFGaGeNO4P3S as an isolated structure, with wB97M-V/def2-TZVPD.

Positions of all 122 atoms, in Å:
Ga (1.0687, 0.3534, 0.2950)
F (-5.0425, 0.3135, -0.9438)
Ge (-3.2663, 0.3717, -0.8848)
C (-3.1461, -1.2404, 0.2467)
C (-4.4132, -1.5592, 0.7748)
C (-4.6501, -2.7382, 1.4579)
C (-3.6289, -3.6615, 1.6067)
C (-2.3685, -3.3371, 1.1521)
C (-2.0926, -2.1172, 0.5133)
P (-0.2676, -1.8640, 0.3123)
C (0.2462, -3.2254, -0.7960)
C (1.5933, -3.5791, -0.9043)
C (1.9661, -4.7364, -1.5727)
C (1.0019, -5.5353, -2.1724)
C (-0.3269, -5.1413, -2.1492)
C (-0.7057, -3.9912, -1.4705)
C (0.1978, -2.4417, 2.0135)
C (1.1251, -3.4370, 2.2811)
C (1.3710, -3.8379, 3.5944)
C (0.6937, -3.2448, 4.6449)
C (-0.2328, -2.2370, 4.3834)
C (-0.4760, -1.8438, 3.0820)
C (-3.1644, 0.4541, -2.8347)
C (-4.2791, 1.0184, -3.4709)
C (-4.3298, 1.0809, -4.8555)
C (-3.2782, 0.5624, -5.6191)
C (-2.1710, 0.0308, -4.9779)
C (-2.1072, -0.0151, -3.5837)
P (-0.5820, -0.5433, -2.6948)
C (-0.2898, -2.2499, -3.3142)
C (0.9370, -2.8468, -3.0032)
C (1.2683, -4.0969, -3.5039)
C (0.3652, -4.7865, -4.3031)
C (-0.8776, -4.2310, -4.5718)
C (-1.2071, -2.9729, -4.0756)
C (0.6549, 0.4402, -3.6566)
C (1.6486, -0.0907, -4.4727)
C (2.4936, 0.7470, -5.1948)
C (2.3568, 2.1222, -5.1128)
C (1.3696, 2.6618, -4.2970)
C (0.5321, 1.8269, -3.5759)
C (-3.2122, 2.0920, 0.0740)
C (-4.4701, 2.7264, 0.0522)
C (-4.6812, 3.9601, 0.6404)
C (-3.6352, 4.6097, 1.2767)
C (-2.3952, 4.0112, 1.3092)
C (-2.1682, 2.7597, 0.7149)
P (-0.4041, 2.2882, 0.9205)
C (-0.2960, 2.3526, 2.7461)
C (0.7558, 2.8893, 3.4832)
C (0.7673, 2.7791, 4.8687)
C (-0.2681, 2.1396, 5.5327)
C (-1.3282, 1.6121, 4.8044)
C (-1.3390, 1.7133, 3.4228)
C (0.3581, 3.7058, 0.0751)
C (1.5142, 4.3529, 0.4962)
C (2.0521, 5.3851, -0.2618)
C (1.4435, 5.7759, -1.4431)
C (0.2881, 5.1314, -1.8687)
C (-0.2488, 4.0996, -1.1193)
H (-5.2381, -0.8894, 0.6269)
H (-5.6413, -2.9402, 1.8453)
H (-3.7981, -4.6128, 2.0960)
H (-1.5685, -4.0464, 1.3160)
H (2.3479, -2.9430, -0.4765)
H (3.0123, -5.0111, -1.6271)
H (1.2876, -6.4515, -2.6746)
H (-1.0798, -5.7336, -2.6541)
H (-1.7485, -3.7018, -1.4650)
H (1.6473, -3.9370, 1.4799)
H (2.0874, -4.6276, 3.7851)
H (0.8801, -3.5624, 5.6640)
H (-0.7660, -1.7587, 5.1971)
H (-1.1959, -1.0536, 2.8957)
H (-5.1041, 1.4092, -2.9003)
H (-5.1900, 1.5291, -5.3379)
H (-3.3179, 0.5889, -6.7011)
H (-1.3411, -0.3497, -5.5624)
H (1.6481, -2.3112, -2.3810)
H (2.2338, -4.5320, -3.2735)
H (0.6263, -5.7569, -4.7075)
H (-1.5943, -4.7731, -5.1771)
H (-2.1788, -2.5551, -4.3009)
H (1.7693, -1.1605, -4.5735)
H (3.2585, 0.3138, -5.8276)
H (3.0091, 2.7722, -5.6823)
H (1.2541, 3.7360, -4.2285)
H (-0.2425, 2.2570, -2.9525)
H (-5.3011, 2.2350, -0.4251)
H (-5.6651, 4.4113, 0.5989)
H (-3.7794, 5.5778, 1.7396)
H (-1.5799, 4.5280, 1.7993)
H (1.5721, 3.4098, 3.0069)
H (1.5970, 3.1993, 5.4244)
H (-0.2577, 2.0633, 6.6130)
H (-2.1537, 1.1268, 5.3119)
H (-2.1787, 1.3025, 2.8719)
H (2.0223, 4.0735, 1.4030)
H (2.9550, 5.8736, 0.0825)
H (1.8636, 6.5823, -2.0320)
H (-0.2036, 5.4386, -2.7837)
H (-1.1604, 3.6197, -1.4530)
O (3.0236, -1.2375, 0.3784)
H (3.4581, -1.7306, 1.0850)
H (3.6984, -0.9228, -0.2385)
Br (2.2391, 1.0210, -1.5803)
O (5.1826, 2.1855, 1.1470)
S (4.1357, 2.4162, 2.0917)
O (3.8124, 3.7621, 2.4765)
N (2.7630, 1.6184, 1.6162)
C (2.4295, 0.6940, 2.4681)
O (1.4282, -0.0615, 2.1880)
C (3.2929, 0.5489, 3.6569)
C (3.1881, -0.3393, 4.7108)
C (4.1847, -0.3029, 5.6791)
C (5.2506, 0.5898, 5.5754)
C (5.3513, 1.4806, 4.5099)
C (4.3527, 1.4340, 3.5610)
H (2.3547, -1.0312, 4.7643)
H (4.1422, -0.9828, 6.5211)
H (6.0230, 0.5838, 6.3341)
H (6.1827, 2.1686, 4.4249)

Output
- HOMO-LUMO gap (Ha) = 0.2581
- net charge = +1
- highest occupied orbital energy (eV) = -9.52

Löwdin population analysis, charges in e, atoms 1 to 8: Ga 0.06; F -0.31; Ge 0.99; C -0.22; C -0.09; C -0.05; C -0.05; C -0.11

8.
Computed, not measured: C22H44IrN3O2P3 as an isolated structure, with wB97M-V/def2-TZVPD.

Positions of all 75 atoms, in Å:
Ir (-0.7097, -0.3981, -0.0571)
P (-2.1645, 0.1877, 2.1774)
P (-2.6503, -0.9128, -0.9098)
P (0.7470, 1.0980, 0.8478)
H (-1.4134, 0.5523, -2.4195)
C (-0.4825, 0.6615, -1.7954)
C (0.3302, -0.3041, -2.4297)
H (-0.1257, -1.3347, -2.5156)
C (-2.4486, 2.0066, 2.3431)
C (-3.8598, -0.4697, 2.5039)
C (-1.4712, -0.3862, 3.8094)
C (-2.5447, -1.8589, -2.4549)
C (-3.6498, -2.2427, -0.0617)
C (-3.7039, 0.6068, -1.0798)
C (2.3962, 1.1684, 0.1566)
C (1.3171, 0.8613, 2.5600)
C (0.2420, 2.8386, 0.8519)
H (-0.2401, 1.7433, -1.9973)
H (0.8845, 0.0181, -3.3541)
H (-3.4712, 2.1837, 2.6987)
H (-2.3311, 2.4883, 1.3686)
H (-1.7308, 2.4701, 3.0293)
H (-4.2726, -0.0778, 3.4532)
H (-3.8494, -1.5698, 2.5378)
H (-4.5491, -0.1875, 1.7012)
H (-1.4150, 0.4026, 4.5737)
H (-0.4599, -0.7976, 3.7462)
H (-2.0764, -1.2035, 4.2303)
H (-3.4321, -2.4551, -2.6585)
H (-1.7117, -2.5574, -2.4690)
H (-2.4283, -1.1498, -3.2588)
H (-4.5869, -1.8392, 0.3550)
H (-2.9970, -2.6598, 0.7343)
H (-3.9041, -3.0391, -0.7868)
H (-4.6667, 0.3449, -1.5456)
H (-3.1761, 1.3248, -1.7234)
H (-3.8771, 1.0687, -0.0922)
H (3.0200, 1.8086, 0.7998)
H (2.3585, 1.6040, -0.8446)
H (2.8022, 0.1490, 0.1094)
H (2.2824, 1.3449, 2.7369)
H (1.5019, -0.1896, 2.7651)
H (0.6544, 1.2105, 3.3486)
H (1.0697, 3.4874, 0.5605)
H (-0.1028, 3.2091, 1.8211)
H (-0.5440, 3.0364, 0.1258)
C (3.2081, 2.1702, -3.3437)
C (2.3350, 3.2099, -2.9185)
C (2.6291, 4.5400, -3.2430)
C (3.8051, 4.9022, -3.9157)
C (4.6038, 3.8711, -4.4263)
C (4.2749, 2.5351, -4.1707)
O (3.1253, 0.8090, -2.9699)
H (2.7233, 0.2446, -3.6382)
H (1.4518, 3.0712, -2.2594)
H (1.9145, 5.3099, -2.9252)
H (3.9616, 5.9447, -4.2446)
H (5.4652, 4.0577, -5.0625)
H (5.0057, 1.7530, -4.3517)
C (-0.0819, -4.8844, 3.2015)
N (0.6271, -4.0426, 2.2119)
C (1.9907, -4.0386, 2.0168)
C (2.5046, -3.2546, 1.0041)
C (1.6348, -2.4036, 0.3020)
N (0.3875, -2.2015, 0.7510)
C (-0.2066, -3.0101, 1.7034)
O (-1.3467, -2.8587, 2.1423)
N (1.9887, -1.6260, -0.7366)
H (-0.4708, -4.2984, 4.0485)
H (0.5832, -5.6119, 3.6465)
H (-0.9134, -5.4711, 2.7809)
H (2.6381, -4.6236, 2.6756)
H (3.5566, -3.1993, 0.8412)
H (2.8102, -1.9050, -1.2670)
H (1.2354, -1.2310, -1.3446)

Output
- HOMO-LUMO gap (spin up / spin down) (Ha) = 0.3090 / 0.1830
- net charge = +4
- highest occupied orbital energy (spin up / spin down) (eV) = -19.25 / -19.77
- 2S+1 = 6

Löwdin population analysis, charges in e, atoms 1 to 8: Ir 1.00; P 0.85; P 0.68; P 0.70; H 0.05; C -0.43; C -0.16; H 0.08

Short version: max |F| = 9.0 1.3 6.7 2.1 5.1 7.5 4.5 5.6 eV/Å, in the order given.